# 1
Density functional theory data (the ωB97M-V functional and the def2-TZVPD basis) for a structure of composition C23H19IrN2O2 in a non-equilibrium geometry.

Geometry as XYZ:
```
47
Properties=species:S:1:pos:R:3:forces:R:3
Ir -1.672 -0.269 0.194 -0.0695 -1.3526 -0.3663
C -1.310 0.947 3.136 0.0176 -0.0423 0.0271
O -0.746 0.142 2.058 -0.2665 0.2994 -0.1376
C 0.090 -0.948 2.351 0.1946 0.1312 -0.0314
C 0.011 -1.641 3.540 0.0040 -0.0222 0.0071
C 0.861 -2.727 3.738 -0.0283 0.0272 0.0151
C 1.778 -3.095 2.764 0.0099 0.0039 -0.0227
C 1.868 -2.373 1.585 -0.0194 -0.0175 0.0467
C 1.017 -1.294 1.354 -0.0815 -0.1429 0.1046
N 1.216 -0.547 0.189 0.1615 0.3103 0.0707
N 0.270 0.144 -0.256 -0.1345 -0.0146 0.0218
C 0.401 1.169 -1.150 -0.0883 0.1578 -0.1088
C -0.793 1.923 -1.237 0.1894 0.1284 -0.0841
O -1.841 1.589 -0.508 0.0541 -0.0273 0.3702
C -0.855 3.073 -2.046 -0.0368 -0.0422 0.0749
C 0.265 3.448 -2.721 0.0701 -0.0130 -0.0154
C 1.502 2.739 -2.635 -0.0927 0.0352 0.0213
C 2.616 3.203 -3.348 0.0615 0.0031 -0.0234
C 3.824 2.550 -3.266 -0.0252 0.0294 -0.0065
C 3.933 1.417 -2.462 -0.0167 -0.0298 0.0096
C 2.851 0.931 -1.750 -0.0161 -0.0096 -0.0165
C 1.612 1.582 -1.822 0.0202 -0.0060 -0.0150
H -2.069 0.378 3.668 -0.0105 0.0075 -0.0078
H -1.745 1.815 2.651 0.0098 0.0079 0.0022
H -0.499 1.240 3.797 0.0060 -0.0147 -0.0005
H -0.685 -1.347 4.314 0.0029 0.0059 -0.0024
H 0.809 -3.274 4.669 -0.0048 0.0020 -0.0003
H 2.442 -3.931 2.934 -0.0030 -0.0015 -0.0021
H 2.606 -2.619 0.833 -0.0034 0.0106 -0.0059
H -1.777 3.636 -2.091 0.0006 0.0000 -0.0004
H 0.235 4.333 -3.346 -0.0007 -0.0015 -0.0014
H 2.510 4.089 -3.962 0.0040 -0.0035 -0.0042
H 4.681 2.912 -3.815 -0.0015 0.0058 0.0025
H 4.883 0.905 -2.388 -0.0022 -0.0058 -0.0003
H 2.976 0.055 -1.139 -0.0015 -0.0095 0.0200
C -2.221 -1.327 -1.641 -0.1445 -0.0250 0.0145
C -1.429 -2.237 -0.885 -0.0313 0.0223 0.0900
C -1.794 -2.555 0.437 0.0415 -0.0654 -0.1961
C -2.996 -2.036 0.968 0.1169 -0.0405 0.3933
C -3.844 -1.218 0.213 0.1237 0.4345 0.0693
C -3.432 -0.842 -1.081 0.0193 0.2868 -0.2236
H -1.909 -1.005 -2.625 -0.0147 -0.0402 -0.0160
H -0.495 -2.604 -1.293 0.0281 0.0441 0.0331
H -1.151 -3.166 1.055 0.0066 -0.0319 -0.0338
H -3.240 -2.250 2.002 -0.0202 0.0184 -0.0051
H -4.749 -0.815 0.646 -0.0227 0.0071 -0.0476
H -4.003 -0.104 -1.629 -0.0059 -0.0195 -0.0184
```
Forces are in eV/Å.

Output
Kohn-Sham gap (spin up / spin down) (eV): 5.92 / 5.92
Electronic energy (eV): -34056.07298
Net charge: +2
Energy relative to the best compared isomer or geometry (same formula, charge and spin) (kJ/mol): 55.4
LUMO energy (spin up / spin down) (eV): -7.87 / -7.87



# 2
Density functional theory data (the ωB97M-V functional and the def2-TZVPD basis) for an isolated molecule of C5H4FNO in a non-equilibrium geometry.

Geometry as XYZ:
```
12
Properties=species:S:1:pos:R:3:forces:R:3
C 0.269 -0.572 0.554 -0.3921 -0.2961 2.7228
C -0.693 -0.494 -0.606 -0.9044 -1.4748 -1.4426
C -0.530 1.078 -0.630 -2.0769 -1.2722 0.9313
C -0.132 0.901 0.882 0.6486 -0.1645 -1.6185
C 1.680 -0.685 0.205 9.4565 -5.7313 -1.9072
H -1.832 -0.735 -0.401 2.6043 0.2546 0.0469
H -0.291 -1.182 -1.397 -0.8183 1.0561 0.1602
H -1.542 1.484 -0.846 1.0180 0.4345 0.2476
H 0.249 1.496 -1.228 0.4918 0.2199 -0.4254
N 2.790 -1.290 0.040 -9.0376 5.5526 1.2213
O -0.132 1.550 1.856 -0.2758 0.5565 0.8947
F 0.166 -1.551 1.571 -0.7142 0.8648 -0.8312
```
Forces are in eV/Å.

Output
Kohn-Sham gap (eV): 10.55
Electronic energy (eV): -11501.67326
Energy relative to the best compared isomer or geometry (same formula, charge and spin) (kJ/mol): 279.8
LUMO energy (eV): 0.05
SMILES: N#C[C@]1(F)CCC1=O